No. 1
# C14H23LaO

A structure of composition C14H23LaO (the ωB97M-V functional and the def2-TZVPD basis, the Open Molecules 2025 dataset).

```
! wB97M-V def2-TZVPD RIJCOSX def2/J DEFGRID3
* xyz 2 1
C 1.4505 2.2375 -0.2702
H 2.3047 2.5820 0.3511
H 1.8236 2.0883 -1.2862
H 0.3321 -1.1120 3.2164
C 0.2910 3.2331 -0.2365
H -0.6331 2.7939 -0.6651
H 0.0390 3.5148 0.8020
C 0.5792 4.5340 -1.0147
H -0.3207 5.1562 -0.9963
H 1.4110 5.0854 -0.5622
H 0.8396 4.3171 -2.0563
C -0.8391 -1.7592 0.8142
C -1.5009 -0.9752 -0.1827
C -0.5843 -0.7398 -1.2383
C 0.6694 -1.3210 -0.8853
C 0.5142 -1.9851 0.3845
C 1.6033 -2.6480 1.1624
C 1.9027 -1.2645 -1.7171
C -0.9070 -0.1736 -2.5763
C -2.9596 -0.6979 -0.2156
C -1.5027 -2.2852 2.0379
La 0.5817 0.4202 1.0943
H 2.7459 -1.7808 -1.2390
H 1.7424 -1.7389 -2.7015
H 2.2086 -0.2213 -1.9026
H 2.5675 -2.5865 0.6337
H 1.7441 -2.2071 2.1688
H 1.3997 -3.7229 1.3194
H -2.1577 -1.5276 2.4945
H -2.1329 -3.1624 1.8018
H -0.7927 -2.6256 2.8031
H -3.2037 0.1021 -0.9226
H -3.5502 -1.5817 -0.5123
H -3.3263 -0.3800 0.7660
H -0.2790 0.6914 -2.8289
H -0.7597 -0.9212 -3.3748
H -1.9489 0.1609 -2.6485
O 0.2425 0.4420 4.6461
C 0.4058 0.0587 3.5367
*
```

For the frontier orbital gap (spin up / spin down), the calculation gives 5.858 / 5.348 eV. The HOMO energy (spin up / spin down) comes out at -15.5 / -15.4 eV. As for the relative energy (zero: lowest compared OMol25 entry of this formula, charge and spin): 0.094 eV. The calculation puts the electronic energy at -17778.0355 eV. As for the LUMO energy (spin up / spin down): -9.6 / -10.0 eV.

***

No. 2
# C14H23N2O2

A cluster of 2 separate species, C14H23N2O2 in total (the ωB97M-V functional and the def2-TZVPD basis, the Open Molecules 2025 dataset).

```
! wB97M-V def2-TZVPD RIJCOSX def2/J DEFGRID3
* xyz 1 1
C -2.5365 5.0018 -2.0679
O -3.0228 3.8677 -1.3177
C -2.1578 2.9197 -0.8700
C -2.7372 1.8043 -0.2130
C -1.9370 0.8273 0.3360
C -0.5245 0.9634 0.3397
C 0.2838 0.0640 1.1452
N 1.1893 0.5075 2.0067
C 1.8968 -0.4398 2.8773
C 1.4015 1.9310 2.2962
C 0.0487 2.0251 -0.4075
C -0.7448 2.9960 -1.0003
H -3.4491 5.4880 -2.4146
H -1.9683 5.6850 -1.4219
H -1.9231 4.6908 -2.9250
H -3.8227 1.7676 -0.1448
H -2.3844 -0.0409 0.8215
H -0.0316 -0.9710 1.3109
H 2.6340 0.1218 3.4572
H 1.1948 -0.9368 3.5644
H 2.4031 -1.2105 2.2798
H 1.9695 1.9821 3.2312
H 1.9849 2.4250 1.5074
H 0.4496 2.4647 2.4235
H 1.1340 2.0801 -0.5203
H -0.2894 3.8332 -1.5398
C -0.0914 -4.5543 -0.7150
C -0.4623 -3.2108 -0.0860
N 0.4323 -2.0800 -0.3960
C 1.7116 -2.3185 -1.0823
C 1.9290 -3.7346 -1.6189
O 0.6951 -4.3946 -1.8947
H 0.4599 -5.1526 0.0375
H -0.9972 -5.0833 -1.0450
H -1.4866 -2.9407 -0.3806
H -0.4388 -3.3341 1.0043
H -0.0833 -1.3314 -0.8509
H 1.8018 -1.6030 -1.9130
H 2.5029 -2.1005 -0.3537
H 2.4504 -3.7021 -2.5858
H 2.5159 -4.3063 -0.8744
*
```

For the frontier orbital gap, the calculation gives 7.610 eV. The HOMO energy comes out at -11.6 eV. As for the relative energy (zero: lowest compared OMol25 entry of this formula, charge and spin): 2.334 eV. The calculation puts the electronic energy at -21958.0020 eV. As for the LUMO energy: -4.0 eV.

***

No. 3
# C14H24BF3I2N2O3

A cluster of 3 separate species, C14H24BF3I2N2O3 in total (the ωB97M-V functional and the def2-TZVPD basis, the Open Molecules 2025 dataset).

```
! wB97M-V def2-TZVPD RIJCOSX def2/J DEFGRID3
* xyz 0 1
C 4.8962 -1.5430 -1.7408
C 3.4551 -1.8663 -1.3387
I 3.2329 -3.4148 0.1229
C 2.4058 -1.2553 -1.8122
I 2.6798 0.2727 -3.2696
B 0.9794 -1.6902 -1.2421
C 0.2765 -3.0516 -1.6831
C -1.0683 -2.8551 -2.3880
O -1.1170 -2.5307 -3.5241
C 0.2194 -0.7902 -0.1530
C -0.9414 0.0872 -0.6902
C -0.5189 1.3400 -1.4485
F -1.4524 2.3028 -1.2148
F 0.6269 1.8586 -1.0289
F -0.5390 1.1550 -2.7622
H 4.9827 -0.4526 -1.7019
H 5.1194 -1.9352 -2.7361
H 5.5544 -1.9551 -0.9706
H 0.9506 -3.6337 -2.3251
H 0.1164 -3.6353 -0.7617
H -1.9756 -3.0075 -1.7620
H -0.1917 -1.4961 0.5851
H 0.9489 -0.1680 0.3844
H -1.5050 0.4364 0.1805
H -1.6613 -0.4411 -1.3199
C 3.3669 1.4907 4.3658
N 3.6326 0.4537 3.3861
C 3.5852 0.5482 2.0300
C 3.2119 1.8868 1.4376
O 3.8364 -0.4210 1.3318
H 4.2572 1.6387 4.9791
H 2.5425 1.1735 5.0065
H 3.1044 2.4298 3.8902
H 3.8869 -0.4638 3.7187
H 3.2142 1.8107 0.3530
H 2.2125 2.1796 1.7636
H 3.9356 2.6469 1.7355
C -6.2146 2.1417 -0.8277
N -5.1972 1.1106 -0.9164
C -4.7628 0.2753 0.0611
C -5.3977 0.4100 1.4245
O -3.8895 -0.5479 -0.1709
H -7.0095 1.9202 -1.5415
H -5.7681 3.1046 -1.0797
H -6.6392 2.1979 0.1691
H -4.7347 0.9720 -1.8022
H -4.9537 -0.3170 2.0986
H -5.2231 1.4095 1.8253
H -6.4697 0.2184 1.3625
*
```

For the frontier orbital gap, the calculation gives 8.539 eV. The HOMO energy comes out at -8.4 eV. As for the SMILES: C/C(I)=C(\I)B(CC=O)CCC(F)(F)F.CNC(C)=O.CNC(C)=O. The calculation puts the electronic energy at -49060.5804 eV. As for the LUMO energy: 0.2 eV.

***

No. 4
# C14H24BF4N4OTl

A structure of composition C14H24BF4N4OTl (the ωB97M-V functional and the def2-TZVPD basis, the Open Molecules 2025 dataset).

```
! wB97M-V def2-TZVPD RIJCOSX def2/J DEFGRID3
* xyz 2 1
Tl -0.2997 -0.3627 -0.1497
C 2.1621 -0.6350 1.8203
C 0.9016 -0.9457 2.6283
N -0.2345 -0.0894 2.2487
C -0.1742 1.3172 2.6630
C -0.0812 2.3031 1.5082
C -0.2553 3.6618 1.6918
C -0.0713 4.5049 0.6020
C 0.3040 3.9829 -0.6263
C 0.4494 2.6099 -0.7440
C 0.8824 1.9755 -2.0502
N 0.9381 0.5067 -2.0392
C 2.2792 -0.0856 -1.9496
C 2.8073 -0.0772 -0.5152
N 1.9955 -0.9155 0.3814
N 0.2396 1.8267 0.3079
H 2.9855 -1.2183 2.2339
H 2.4188 0.4196 1.9300
H 1.1401 -0.8389 3.6886
H 0.5993 -1.9803 2.4519
H -1.0980 -0.5120 2.5712
H 0.7045 1.4756 3.2944
H -1.0465 1.5750 3.2623
H -0.5332 4.0579 2.6596
H -0.2170 5.5715 0.7103
H 0.4637 4.6212 -1.4854
H 1.8644 2.3856 -2.3050
H 0.1815 2.2987 -2.8170
H 0.4360 0.1505 -2.8459
H 2.9869 0.4662 -2.5722
H 2.2353 -1.1080 -2.3295
H 2.7799 0.9438 -0.1327
H 3.8471 -0.4084 -0.5220
H 2.1655 -1.8989 0.1914
F -1.7884 1.0892 -2.9871
B -2.3971 0.1348 -2.2153
F -3.6293 -0.2542 -2.5255
F -1.4602 -1.0279 -2.1556
F -2.3010 0.5790 -0.7989
C -1.1447 -3.7888 -0.9936
C -2.0628 -3.1051 -0.0389
C -3.3830 -3.7061 0.2508
O -1.7450 -2.0405 0.5143
H -1.5767 -4.6883 -1.4223
H -0.2265 -4.0623 -0.4660
H -0.8860 -3.1009 -1.8032
H -3.2746 -4.7408 0.5830
H -3.9471 -3.7415 -0.6875
H -3.9343 -3.1248 0.9843
*
```

For the frontier orbital gap, the calculation gives 8.487 eV. The HOMO energy comes out at -16.1 eV. As for the relative energy (zero: lowest compared OMol25 entry of this formula, charge and spin): 0.101 eV. The calculation puts the electronic energy at -39146.9683 eV. As for the LUMO energy: -7.6 eV.

***

No. 5
# C14H24BF5N3O12S

A cluster of 4 separate species, C14H24BF5N3O12S in total (the ωB97M-V functional and the def2-TZVPD basis, the Open Molecules 2025 dataset).

```
! wB97M-V def2-TZVPD RIJCOSX def2/J DEFGRID3
* xyz 1 1
N -5.0865 -7.7255 2.9886
B -4.4009 -6.5420 3.5052
O -3.9273 -6.5583 4.8012
C -4.1848 -5.1558 2.6633
N -3.1851 -4.9008 1.8251
C -3.2906 -3.6047 1.3014
C -4.4022 -3.0616 1.8598
N -4.9598 -4.0481 2.6860
S -6.4139 -3.6592 3.5247
O -7.0249 -2.6048 2.7794
O -6.1608 -3.1909 4.8433
C -7.6496 -5.0444 3.5328
F -7.3799 -5.9693 4.4727
F -8.7977 -4.4793 3.9190
C -7.9324 -5.7058 2.1328
F -8.3815 -6.9508 2.3068
F -8.8256 -4.9786 1.4784
F -6.8325 -5.7899 1.3486
H -6.0927 -7.5498 2.9742
H -4.7691 -7.9296 2.0400
H -2.9806 -6.7756 4.7879
H -2.4375 -5.5423 1.5841
H -2.6144 -3.1361 0.5828
H -4.7887 -2.0567 1.7017
C -0.3213 0.3144 -3.4444
O 0.8797 -0.1051 -2.7869
C 0.7186 -1.1827 -2.0120
O -0.3154 -1.7813 -1.8453
O 1.8906 -1.4839 -1.4560
C 1.8669 -2.6219 -0.5974
H -0.0738 1.1898 -4.0396
H -0.6896 -0.4670 -4.1075
H -1.0824 0.5905 -2.7159
H 1.5798 -3.5156 -1.1510
H 1.1916 -2.4557 0.2420
H 2.8745 -2.7576 -0.2128
C 5.9203 4.2339 -2.5486
O 5.3813 3.1605 -3.3238
C 4.7227 2.2453 -2.6118
O 4.5587 2.2601 -1.4186
O 4.2765 1.3095 -3.4510
C 3.5447 0.2551 -2.8160
H 6.4286 4.9089 -3.2326
H 5.1256 4.7829 -2.0457
H 6.6447 3.8598 -1.8258
H 2.6732 0.6470 -2.3266
H 4.1792 -0.2736 -2.1047
H 3.2344 -0.4415 -3.5893
C 7.8858 9.0662 -1.2804
O 6.7959 9.7803 -0.6968
C 5.6093 9.1915 -0.8509
O 5.4045 8.1507 -1.4201
O 4.6881 9.9575 -0.2640
C 3.3585 9.4462 -0.3513
H 8.7884 9.6414 -1.0897
H 7.9926 8.0842 -0.8207
H 7.7516 8.9722 -2.3575
H 3.2847 8.4792 0.1454
H 3.0440 9.3672 -1.3914
H 2.7067 10.1516 0.1585
*
```

For the frontier orbital gap, the calculation gives 7.811 eV. The HOMO energy comes out at -11.9 eV. As for the relative energy (zero: lowest compared OMol25 entry of this formula, charge and spin): 0.523 eV. The calculation puts the electronic energy at -69039.2511 eV. As for the LUMO energy: -4.0 eV.

***

Repeat the fourth record exactly.
# C14H24BF4N4OTl

A structure of composition C14H24BF4N4OTl (the ωB97M-V functional and the def2-TZVPD basis, the Open Molecules 2025 dataset).

```
! wB97M-V def2-TZVPD RIJCOSX def2/J DEFGRID3
* xyz 2 1
Tl -0.2997 -0.3627 -0.1497
C 2.1621 -0.6350 1.8203
C 0.9016 -0.9457 2.6283
N -0.2345 -0.0894 2.2487
C -0.1742 1.3172 2.6630
C -0.0812 2.3031 1.5082
C -0.2553 3.6618 1.6918
C -0.0713 4.5049 0.6020
C 0.3040 3.9829 -0.6263
C 0.4494 2.6099 -0.7440
C 0.8824 1.9755 -2.0502
N 0.9381 0.5067 -2.0392
C 2.2792 -0.0856 -1.9496
C 2.8073 -0.0772 -0.5152
N 1.9955 -0.9155 0.3814
N 0.2396 1.8267 0.3079
H 2.9855 -1.2183 2.2339
H 2.4188 0.4196 1.9300
H 1.1401 -0.8389 3.6886
H 0.5993 -1.9803 2.4519
H -1.0980 -0.5120 2.5712
H 0.7045 1.4756 3.2944
H -1.0465 1.5750 3.2623
H -0.5332 4.0579 2.6596
H -0.2170 5.5715 0.7103
H 0.4637 4.6212 -1.4854
H 1.8644 2.3856 -2.3050
H 0.1815 2.2987 -2.8170
H 0.4360 0.1505 -2.8459
H 2.9869 0.4662 -2.5722
H 2.2353 -1.1080 -2.3295
H 2.7799 0.9438 -0.1327
H 3.8471 -0.4084 -0.5220
H 2.1655 -1.8989 0.1914
F -1.7884 1.0892 -2.9871
B -2.3971 0.1348 -2.2153
F -3.6293 -0.2542 -2.5255
F -1.4602 -1.0279 -2.1556
F -2.3010 0.5790 -0.7989
C -1.1447 -3.7888 -0.9936
C -2.0628 -3.1051 -0.0389
C -3.3830 -3.7061 0.2508
O -1.7450 -2.0405 0.5143
H -1.5767 -4.6883 -1.4223
H -0.2265 -4.0623 -0.4660
H -0.8860 -3.1009 -1.8032
H -3.2746 -4.7408 0.5830
H -3.9471 -3.7415 -0.6875
H -3.9343 -3.1248 0.9843
*
```

For the frontier orbital gap, the calculation gives 8.487 eV. The HOMO energy comes out at -16.1 eV. As for the relative energy (zero: lowest compared OMol25 entry of this formula, charge and spin): 0.101 eV. The calculation puts the electronic energy at -39146.9683 eV. As for the LUMO energy: -7.6 eV.

***

Question: electronic energy of number 1 (C14H23LaO)?
Answer: -17778.0355 eV

***

Repeat the fourth record exactly.
# C14H24BF4N4OTl

A structure of composition C14H24BF4N4OTl (the ωB97M-V functional and the def2-TZVPD basis, the Open Molecules 2025 dataset).

```
! wB97M-V def2-TZVPD RIJCOSX def2/J DEFGRID3
* xyz 2 1
Tl -0.2997 -0.3627 -0.1497
C 2.1621 -0.6350 1.8203
C 0.9016 -0.9457 2.6283
N -0.2345 -0.0894 2.2487
C -0.1742 1.3172 2.6630
C -0.0812 2.3031 1.5082
C -0.2553 3.6618 1.6918
C -0.0713 4.5049 0.6020
C 0.3040 3.9829 -0.6263
C 0.4494 2.6099 -0.7440
C 0.8824 1.9755 -2.0502
N 0.9381 0.5067 -2.0392
C 2.2792 -0.0856 -1.9496
C 2.8073 -0.0772 -0.5152
N 1.9955 -0.9155 0.3814
N 0.2396 1.8267 0.3079
H 2.9855 -1.2183 2.2339
H 2.4188 0.4196 1.9300
H 1.1401 -0.8389 3.6886
H 0.5993 -1.9803 2.4519
H -1.0980 -0.5120 2.5712
H 0.7045 1.4756 3.2944
H -1.0465 1.5750 3.2623
H -0.5332 4.0579 2.6596
H -0.2170 5.5715 0.7103
H 0.4637 4.6212 -1.4854
H 1.8644 2.3856 -2.3050
H 0.1815 2.2987 -2.8170
H 0.4360 0.1505 -2.8459
H 2.9869 0.4662 -2.5722
H 2.2353 -1.1080 -2.3295
H 2.7799 0.9438 -0.1327
H 3.8471 -0.4084 -0.5220
H 2.1655 -1.8989 0.1914
F -1.7884 1.0892 -2.9871
B -2.3971 0.1348 -2.2153
F -3.6293 -0.2542 -2.5255
F -1.4602 -1.0279 -2.1556
F -2.3010 0.5790 -0.7989
C -1.1447 -3.7888 -0.9936
C -2.0628 -3.1051 -0.0389
C -3.3830 -3.7061 0.2508
O -1.7450 -2.0405 0.5143
H -1.5767 -4.6883 -1.4223
H -0.2265 -4.0623 -0.4660
H -0.8860 -3.1009 -1.8032
H -3.2746 -4.7408 0.5830
H -3.9471 -3.7415 -0.6875
H -3.9343 -3.1248 0.9843
*
```

For the frontier orbital gap, the calculation gives 8.487 eV. The HOMO energy comes out at -16.1 eV. As for the relative energy (zero: lowest compared OMol25 entry of this formula, charge and spin): 0.101 eV. The calculation puts the electronic energy at -39146.9683 eV. As for the LUMO energy: -7.6 eV.